Entry from OMol25: a gas-phase ion, C6H16NO (charge +1) in a non-equilibrium geometry (ωB97M-V/def2-TZVPD).

Summary:
LUMO level = -3.281 eV
M = 118.20 g/mol
total charge = +1
energy = -367.9322 Ha
HOMO energy = -14.5 eV

Each atom is followed by the atoms it is bonded to, with distances in Å.
Geometry (Å):
1 C -2.100 -0.793 -1.120  C2 1.532, H9 1.099, H10 1.094, H11 1.109
2 C -1.680 -0.799 0.354  C1 1.532, C3 1.541, C4 1.547, H12 1.093
3 C -2.819 -0.221 1.216  C2 1.541, H13 1.098, H14 1.102, H15 1.092
4 C -0.425 0.061 0.634  C2 1.547, C5 1.494, H16 1.102, H17 1.103
5 C 0.684 0.226 -0.355  C4 1.494, N6 1.523, C7 1.570, H18 1.097
6 N 1.603 -0.980 -0.210  C5 1.523, H19 1.023, H20 1.023, H21 1.019
7 C 1.573 1.508 -0.179  C5 1.570, O8 1.447, H22 1.093, H23 1.091
8 O 2.941 1.056 -0.304  C7 1.447, H24 0.969
9 H -2.956 -1.462 -1.282  C1 1.099
10 H -2.327 0.070 -1.752  C1 1.094
11 H -1.182 -1.230 -1.564  C1 1.109
12 H -1.684 -1.807 0.777  C2 1.093
13 H -3.162 0.790 0.958  C3 1.098
14 H -3.720 -0.851 1.128  C3 1.102
15 H -2.483 -0.312 2.252  C3 1.092
16 H -0.832 1.056 0.877  C4 1.102
17 H -0.061 -0.059 1.668  C4 1.103
18 H 0.365 0.211 -1.404  C5 1.097
19 H 1.052 -1.817 -0.417  N6 1.023
20 H 2.358 -0.945 -0.900  N6 1.023
21 H 2.029 -1.008 0.714  N6 1.019
22 H 1.388 1.947 0.805  C7 1.093
23 H 1.421 2.343 -0.864  C7 1.091
24 H 3.472 1.867 -0.281  O8 0.969

---

Entry from OMol25: 3 unconnected molecules or ions with the total composition C6H16NO in a non-equilibrium geometry (ωB97M-V/def2-TZVPD).

Summary:
LUMO level = -9.758 eV
M = 118.20 g/mol
total charge = +1
energy = -367.6385 Ha
HOMO energy = -12.8 eV

Each atom is followed by the atoms it is bonded to, with distances in Å.
Geometry (Å):
1 C -0.473 -1.587 1.570  C2 1.554, H8 1.098, H9 1.139, H21 1.096
2 C -0.938 -0.104 1.589  C1 1.554, C3 1.582, H10 1.085, H11 1.095
3 C -0.921 0.628 0.187  C2 1.582, C6 1.462, H12 1.122, H13 1.106
4 C 2.102 3.077 -0.406  C5 1.495, H14 1.087, H15 1.085, H16 1.087
5 C 0.704 2.552 -0.330  C4 1.495, C6 1.354, H17 1.096
6 C 0.371 1.271 -0.041  C3 1.462, C5 1.354, H18 1.102
7 N -1.575 -2.763 -1.716  H19 1.024, H20 1.025, H23 1.045
8 H -0.870 -2.168 2.412  C1 1.098
9 H -0.910 -2.182 0.703  C1 1.139
10 H -1.915 -0.141 2.060  C2 1.085
11 H -0.263 0.537 2.165  C2 1.095
12 H -1.079 -0.250 -0.494  C3 1.122
13 H -1.722 1.388 0.125  C3 1.106
14 H 2.402 3.817 0.331  C4 1.087
15 H 2.911 2.366 -0.281  C4 1.085
16 H 2.364 3.539 -1.354  C4 1.087
17 H -0.116 3.246 -0.550  C5 1.096
18 H 1.234 0.595 0.071  C6 1.102
19 H -1.845 -2.850 -2.700  N7 1.024
20 H -1.670 -3.743 -1.431  N7 1.025
21 H 0.624 -1.593 1.571  C1 1.096
22 H 1.481 -1.726 -1.241  O24 0.969
23 H -0.594 -2.488 -1.482  N7 1.045
24 O 0.697 -1.422 -0.759  H22 0.969

---

Entry from OMol25: 2 unconnected molecules or ions with the total composition C6H16NOP in a non-equilibrium geometry (ωB97M-V/def2-TZVPD).

Summary:
LUMO level (alpha / beta) = -0.523 / -0.427 eV
M = 149.17 g/mol
energy = -709.3741 Ha
HOMO energy (alpha / beta) = -7.6 / -9.4 eV

Each atom is followed by the atoms it is bonded to, with distances in Å.
Geometry (Å):
1 C 1.507 1.157 -1.174  C5 1.574, H10 1.102, H11 1.040, H12 1.112
2 C 1.984 1.018 1.404  C5 1.529, H13 1.142, H14 1.083, H15 1.081
3 C -2.072 -1.123 0.880  C6 1.544, H16 1.081, H17 1.149, H18 1.123
4 C -1.785 0.373 -1.077  C6 1.479, H19 1.136, H20 1.015, H21 1.144
5 C 0.937 1.068 0.290  C1 1.574, C2 1.529, N7 1.440, H22 1.177
6 C -1.347 0.116 0.312  C3 1.544, C4 1.479, N7 1.461, H23 1.246
7 N 0.097 -0.099 0.370  C5 1.440, C6 1.461, P9 1.700
8 O 2.207 -1.660 -0.105  P9 1.457
9 P 0.754 -1.622 -0.003  N7 1.700, O8 1.457, H24 1.370
10 H 0.784 1.356 -1.982  C1 1.102
11 H 2.290 1.838 -1.121  C1 1.040
12 H 1.809 0.105 -1.370  C1 1.112
13 H 1.986 -0.047 1.818  C2 1.142
14 H 1.916 1.730 2.218  C2 1.083
15 H 3.011 1.113 1.083  C2 1.081
16 H -3.126 -0.886 0.918  C3 1.081
17 H -1.663 -1.987 0.241  C3 1.149
18 H -1.725 -1.252 1.940  C3 1.123
19 H -2.920 0.386 -1.115  C4 1.136
20 H -1.559 -0.462 -1.608  C4 1.015
21 H -1.261 1.281 -1.536  C4 1.144
22 H 0.232 1.999 0.436  C5 1.177
23 H -1.544 1.138 0.997  C6 1.246
24 H 0.362 -2.648 0.817  P9 1.370
25 H -0.871 -2.889 -2.636  no bonds

---

Entry from OMol25: a gas-phase ion, C6H16NS (charge +1) in a non-equilibrium geometry (ωB97M-V/def2-TZVPD).

Summary:
LUMO level (alpha / beta) = -2.696 / -6.498 eV
M = 134.27 g/mol
total charge = +1
energy = -690.6467 Ha
2S+1 = 3
HOMO energy (alpha / beta) = -8.2 / -14.6 eV

Each atom is followed by the atoms it is bonded to, with distances in Å.
Geometry (Å):
1 C -0.233 0.940 1.498  C6 1.555, H9 1.090, H10 1.070, H11 1.151
2 C -0.968 0.670 -0.962  C6 1.596, H12 0.986, H13 1.049, H14 1.061
3 C 1.364 -1.294 -1.156  N7 1.481, H15 1.142, H16 1.037, H17 1.167
4 C 2.164 0.867 -0.412  N7 1.462, H18 1.174, H19 1.092, H20 1.116
5 C -2.327 -1.253 1.735  S8 1.849, H21 1.012, H22 1.009, H23 1.013
6 C -0.131 0.033 0.238  C1 1.555, C2 1.596, N7 1.486, S8 1.940
7 N 1.287 -0.259 -0.100  C3 1.481, C4 1.462, C6 1.486, H24 1.071
8 S -0.915 -1.698 0.629  C5 1.849, C6 1.940
9 H 0.414 0.481 2.247  C1 1.090
10 H 0.083 1.901 1.149  C1 1.070
11 H -1.279 0.862 1.973  C1 1.151
12 H -1.404 -0.002 -1.537  C2 0.986
13 H -0.410 1.380 -1.495  C2 1.049
14 H -1.788 1.236 -0.598  C2 1.061
15 H 0.726 -0.920 -2.026  C3 1.142
16 H 2.289 -1.686 -1.416  C3 1.037
17 H 0.766 -2.238 -0.820  C3 1.167
18 H 1.837 1.607 -1.263  C4 1.174
19 H 2.111 1.410 0.534  C4 1.092
20 H 3.220 0.675 -0.719  C4 1.116
21 H -2.555 -2.216 1.944  C5 1.012
22 H -2.952 -0.707 1.162  C5 1.009
23 H -1.978 -0.857 2.599  C5 1.013
24 H 1.762 -0.775 0.710  N7 1.071

---

Entry from OMol25: 2 unconnected molecules or ions with the total composition C6H16O in a non-equilibrium geometry (ωB97M-V/def2-TZVPD).

Summary:
LUMO level (alpha / beta) = 3.782 / 3.658 eV
M = 104.19 g/mol
total charge = -1
energy = -313.3721 Ha
2S+1 = 2
HOMO energy (alpha / beta) = 1.2 / -6.9 eV

Each atom is followed by the atoms it is bonded to, with distances in Å.
Geometry (Å):
1 C -0.867 2.213 -0.799  C2 1.550, H7 1.094, H8 1.085, H9 1.086
2 C -0.046 0.907 -0.651  C1 1.550, C3 1.550, H10 1.087, H11 1.081
3 C 0.228 0.446 0.803  C2 1.550, C4 1.531, C5 1.546, H12 1.094
4 C -1.014 0.384 1.696  C3 1.531, H13 1.093, H14 1.085, H15 1.103
5 C 0.989 -0.896 0.697  C3 1.546, C6 1.529, H16 1.093, H17 1.101
6 C 0.162 -2.180 0.758  C5 1.529, H18 1.090, H19 1.086, H20 1.097
7 H -0.782 2.722 0.165  C1 1.094
8 H -0.371 2.826 -1.544  C1 1.085
9 H -1.917 2.085 -1.043  C1 1.086
10 H 0.943 1.096 -1.061  C2 1.087
11 H -0.588 0.078 -1.085  C2 1.081
12 H 0.916 1.187 1.220  C3 1.094
13 H -1.302 -0.647 1.920  C4 1.093
14 H -1.892 0.969 1.439  C4 1.085
15 H -0.682 0.615 2.722  C4 1.103
16 H 1.654 -0.984 -0.166  C5 1.093
17 H 1.736 -0.878 1.506  C5 1.101
18 H -0.795 -2.016 0.261  C6 1.090
19 H 0.680 -3.034 0.330  C6 1.086
20 H -0.096 -2.458 1.787  C6 1.097
21 H 1.093 -1.545 -3.303  O23 0.972
22 H 0.577 -0.217 -2.670  O23 0.969
23 O 1.374 -0.672 -2.981  H21 0.972, H22 0.969

---

Entry from OMol25: 2 unconnected molecules or ions with the total composition C6H16O2 in a non-equilibrium geometry (ωB97M-V/def2-TZVPD).

Summary:
LUMO level = 1.177 eV
M = 120.19 g/mol
energy = -388.6138 Ha
HOMO energy = -9.6 eV

Each atom is followed by the atoms it is bonded to, with distances in Å.
Geometry (Å):
1 C -2.335 1.915 -8.844  C2 1.489, H5 1.103, H6 1.103, H7 1.103
2 C -2.162 2.555 -7.511  C1 1.489, O3 1.388, H8 1.107, H9 1.107
3 O -0.977 2.178 -6.894  C2 1.388, C4 1.421
4 C -0.427 3.091 -5.954  O3 1.421, H10 1.103, H11 1.103, H12 1.103
5 H -2.539 0.838 -8.724  C1 1.103
6 H -1.374 2.033 -9.373  C1 1.103
7 H -3.134 2.357 -9.463  C1 1.103
8 H -2.931 2.343 -6.744  C2 1.107
9 H -2.084 3.655 -7.615  C2 1.107
10 H 0.017 3.980 -6.434  C4 1.103
11 H 0.373 2.534 -5.438  C4 1.103
12 H -1.162 3.427 -5.204  C4 1.103
13 C 1.518 0.284 3.399  C14 1.503, H17 1.103, H18 1.103, H19 1.103
14 C 2.683 0.400 4.340  C13 1.503, O15 1.411, H20 1.107, H21 1.107
15 O 2.248 0.056 5.637  C14 1.411, C16 1.433
16 C 3.290 0.021 6.621  O15 1.433, H22 1.103, H23 1.103, H24 1.103
17 H 1.180 -0.723 3.102  C13 1.103
18 H 1.740 0.863 2.486  C13 1.103
19 H 0.698 0.784 3.941  C13 1.103
20 H 3.080 1.431 4.401  C14 1.107
21 H 3.524 -0.269 4.073  C14 1.107
22 H 3.971 0.865 6.823  C16 1.103
23 H 3.893 -0.858 6.336  C16 1.103
24 H 2.739 -0.216 7.546  C16 1.103

---

Q: energy of number 3 (C6H16NOP)?
A: -709.3741 Ha